(1)
DFT (wB97M-V/def2-TZVPD) results for a cluster of 2 separate species, C17H25N2O2 in total at a distorted geometry.

The net charge is +1. The HOMO energy comes out at -0.4090 hartree. The LUMO energy comes out at -4.29 eV. The calculation puts the electronic energy at -25103.3489 eV.

Each line ends with the natural charge from an NBO analysis.
Geometry (Å):
C: 3.0404 1.7275 2.5166  -0.417
C: 3.5061 1.5865 1.0576  -0.417
C: 2.7106 0.4217 0.4600  -0.238
N: 1.5729 0.2358 1.3738  -0.245
C: 0.5983 -0.6212 1.1376  0.265
C: -0.4488 -0.8981 2.1085  -0.202
C: -1.2314 0.1594 2.6393  -0.109
C: -2.2010 -0.0949 3.6033  -0.228
C: -2.4449 -1.4049 4.0352  -0.149
C: -1.6949 -2.4661 3.5048  -0.204
C: -0.7058 -2.2229 2.5546  -0.148
C: 1.7019 0.9864 2.6229  -0.245
H: 3.7541 1.2680 3.2043  0.228
H: 2.9157 2.7749 2.7984  0.239
H: 3.2641 2.5034 0.5102  0.223
H: 4.5790 1.4050 0.9619  0.244
H: 2.3696 0.6100 -0.5658  0.254
H: 3.3234 -0.4956 0.4247  0.233
H: 0.7045 -1.2464 0.2401  0.266
H: -1.0734 1.1767 2.2733  0.208
H: -2.7633 0.7416 4.0218  0.237
H: -3.2087 -1.5887 4.7922  0.239
H: -1.8843 -3.4848 3.8527  0.241
H: -0.1024 -3.0421 2.1520  0.231
H: 1.6606 0.3225 3.5019  0.245
H: 0.8864 1.7145 2.7392  0.231
C: 2.0252 -0.4187 -4.5929  -0.269
O: 0.7698 0.1353 -4.1418  -0.490
C: 0.4276 -0.2143 -2.8986  0.817
C: -0.8831 0.4360 -2.4704  -0.138
C: -1.9850 0.5541 -3.5529  -0.394
C: -3.2916 0.2623 -2.7996  -0.414
C: -2.8808 -0.2335 -1.3926  -0.208
N: -1.4488 -0.3190 -1.4367  -0.632
O: 1.1032 -0.9202 -2.1683  -0.658
H: 2.3642 0.2485 -5.3857  0.206
H: 2.7448 -0.4538 -3.7696  0.200
H: 1.8456 -1.4238 -4.9888  0.201
H: -0.5872 1.4591 -2.1658  0.176
H: -1.9466 1.5542 -3.9926  0.226
H: -1.8171 -0.1887 -4.3416  0.223
H: -3.8959 1.1694 -2.7175  0.217
H: -3.8720 -0.5057 -3.3168  0.224
H: -3.2510 0.4671 -0.6266  0.166
H: -3.3295 -1.2105 -1.1720  0.196
H: -0.9206 -0.4658 -0.5901  0.365

***

(2)
DFT (wB97M-V/def2-TZVPD) results for an isolated molecule of CH7N5.

The HOMO energy comes out at -0.3032 hartree. The LUMO energy comes out at 1.02 eV. The calculation puts the electronic energy at -8598.4543 eV.

Each line ends with the natural charge from an NBO analysis.
Geometry (Å):
N: 0.7011 0.2555 -0.1442  -0.109
C: -0.8644 0.3827 -0.1682  0.544
N: 1.0932 -1.0376 -0.6243  -0.657
N: 1.1756 0.5035 1.1432  -0.658
N: -1.1653 0.8768 -1.3075  -0.881
N: -1.2900 -0.1213 0.9334  -0.928
H: 2.0111 -0.0460 1.3234  0.365
H: 0.7846 -1.1209 -1.5907  0.379
H: 0.5649 -1.7216 -0.0787  0.378
H: 0.3941 0.2002 1.7517  0.415
H: -2.1603 0.9787 -1.4641  0.357
H: 1.0491 0.9516 -0.8192  0.426
H: -2.2936 -0.1016 1.0449  0.369